i.
Density functional theory data (ωB97M-V/def2-TZVPD) for a 15-piece molecular cluster, C60H165N15O15 overall.

Values from the calculation:
Kohn-Sham gap   9.055 eV
HOMO level   -8.76 eV

Each line ends with the Löwdin charge.
CARTESIAN COORDINATES (ANGSTROEM)
C: 0.126 -3.923 1.784  -0.043
C: -1.340 -3.800 2.199  -0.421
C: -2.292 -3.770 0.987  -0.214
O: -3.505 -3.182 1.344  -0.174
C: -4.516 -3.457 0.431  -0.122
N: -1.637 -4.812 3.214  0.050
H: 0.798 -3.526 2.558  0.079
H: 0.380 -3.234 0.974  0.055
H: 0.378 -4.952 1.552  0.058
H: -1.389 -2.823 2.717  0.114
H: -2.370 -4.831 0.670  0.129
H: -1.788 -3.194 0.190  0.121
H: -5.478 -3.149 0.838  0.078
H: -4.523 -4.530 0.224  0.091
H: -4.377 -2.870 -0.488  0.091
H: -1.255 -5.703 2.894  0.061
H: -2.620 -4.924 3.416  0.068
C: -9.099 -4.025 0.614  -0.065
C: -8.865 -3.703 -0.857  -0.429
C: -8.595 -2.231 -0.979  -0.255
O: -7.498 -1.864 -0.175  -0.203
C: -6.877 -0.671 -0.647  -0.091
N: -7.767 -4.564 -1.373  0.046
H: -8.168 -4.340 1.097  0.075
H: -9.772 -4.873 0.758  0.075
H: -9.467 -3.167 1.171  0.076
H: -9.796 -3.893 -1.401  0.136
H: -9.490 -1.632 -0.706  0.131
H: -8.490 -1.960 -2.051  0.124
H: -5.892 -0.670 -0.173  0.074
H: -7.483 0.187 -0.355  0.091
H: -6.683 -0.767 -1.718  0.089
H: -6.925 -4.240 -0.872  0.051
H: -7.551 -4.298 -2.340  0.072
C: 1.785 -8.407 0.069  -0.070
C: 0.548 -7.578 -0.048  -0.443
C: 0.762 -6.416 -1.004  -0.297
O: 1.577 -5.533 -0.427  -0.203
C: 2.115 -4.504 -1.274  -0.044
N: -0.539 -8.458 -0.536  0.035
H: 2.635 -7.791 0.370  0.081
H: 2.101 -8.854 -0.885  0.085
H: 1.634 -9.260 0.732  0.081
H: 0.200 -7.170 0.904  0.129
H: -0.252 -6.033 -1.204  0.116
H: 1.248 -6.804 -1.910  0.134
H: 2.789 -3.838 -0.716  0.073
H: 1.246 -3.902 -1.567  0.076
H: 2.861 -4.907 -1.982  0.099
H: -0.201 -8.860 -1.415  0.071
H: -1.362 -7.899 -0.768  0.062
C: 5.896 0.886 2.818  -0.047
C: 5.621 0.707 4.318  -0.440
C: 6.392 1.745 5.047  -0.225
O: 7.757 1.567 4.728  -0.197
C: 8.526 2.741 4.729  -0.098
N: 4.193 0.820 4.561  0.063
H: 6.028 1.954 2.607  0.082
H: 5.086 0.545 2.169  0.055
H: 6.818 0.391 2.516  0.078
H: 6.020 -0.287 4.585  0.133
H: 6.342 1.621 6.141  0.134
H: 6.075 2.759 4.780  0.122
H: 9.281 2.643 5.502  0.085
H: 7.864 3.590 4.906  0.081
H: 8.963 2.862 3.738  0.086
H: 3.768 -0.018 4.149  0.055
H: 3.958 0.795 5.551  0.084
C: -1.378 -0.632 5.158  -0.048
C: -2.881 -0.637 5.429  -0.453
C: -3.712 0.031 4.377  -0.210
O: -5.107 -0.128 4.615  -0.197
C: -5.636 0.828 5.502  -0.107
N: -3.344 -2.009 5.552  0.060
H: -1.125 -1.283 4.318  0.069
H: -0.812 -0.927 6.041  0.069
H: -1.047 0.379 4.876  0.051
H: -3.047 0.042 6.299  0.133
H: -3.629 -0.571 3.454  0.133
H: -3.377 1.040 4.130  0.110
H: -5.980 1.715 4.961  0.074
H: -4.925 1.110 6.281  0.083
H: -6.500 0.362 5.979  0.091
H: -3.076 -2.397 6.458  0.081
H: -4.367 -2.022 5.579  0.076
C: 2.507 -1.161 -0.058  -0.074
C: 1.192 -0.928 -0.757  -0.420
C: 0.129 -0.293 0.116  -0.211
O: -1.054 -0.373 -0.648  -0.209
C: -2.154 0.206 0.028  -0.091
N: 1.602 -0.075 -1.895  0.048
H: 3.319 -1.476 -0.707  0.075
H: 2.482 -1.845 0.798  0.063
H: 2.788 -0.199 0.398  0.078
H: 0.690 -1.822 -1.147  0.109
H: 0.373 0.730 0.424  0.122
H: -0.099 -0.944 0.981  0.121
H: -2.108 1.298 -0.083  0.087
H: -2.199 -0.170 1.056  0.084
H: -3.076 -0.129 -0.457  0.077
H: 2.320 0.591 -1.579  0.022
H: 0.831 0.441 -2.315  0.058
C: -3.563 5.731 2.412  -0.069
C: -4.330 5.698 1.133  -0.452
C: -4.919 4.343 0.913  -0.256
O: -5.019 3.660 2.092  -0.197
C: -5.622 2.404 1.896  -0.078
N: -5.318 6.748 1.004  0.035
H: -3.060 6.672 2.642  0.084
H: -2.754 4.991 2.328  0.087
H: -4.194 5.446 3.251  0.078
H: -3.653 5.817 0.281  0.137
H: -4.299 3.785 0.210  0.109
H: -5.937 4.459 0.521  0.125
H: -5.669 1.902 2.862  0.065
H: -5.003 1.794 1.228  0.089
H: -6.658 2.510 1.544  0.100
H: -4.865 7.651 1.133  0.072
H: -6.002 6.712 1.760  0.081
C: 6.441 -2.957 -2.042  -0.064
C: 7.448 -3.518 -1.086  -0.414
C: 8.091 -2.423 -0.306  -0.265
O: 8.914 -1.739 -1.189  -0.179
C: 9.428 -0.556 -0.627  -0.113
N: 6.681 -4.323 -0.074  0.027
H: 5.790 -3.677 -2.547  0.075
H: 6.929 -2.440 -2.881  0.086
H: 5.812 -2.211 -1.552  0.063
H: 8.250 -4.128 -1.513  0.143
H: 8.748 -2.756 0.518  0.132
H: 7.385 -1.743 0.193  0.123
H: 9.765 0.108 -1.438  0.091
H: 10.277 -0.766 0.034  0.091
H: 8.677 0.096 -0.145  0.083
H: 6.300 -5.175 -0.475  0.065
H: 7.231 -4.632 0.724  0.064
C: -6.452 4.350 -5.559  -0.085
C: -7.126 4.862 -4.304  -0.409
C: -6.273 4.380 -3.106  -0.223
O: -6.087 2.961 -3.111  -0.181
C: -5.234 2.526 -2.063  -0.118
N: -7.104 6.371 -4.335  0.035
H: -6.804 4.844 -6.468  0.076
H: -6.488 3.272 -5.688  0.074
H: -5.372 4.577 -5.506  0.083
H: -8.102 4.387 -4.217  0.138
H: -6.877 4.656 -2.209  0.125
H: -5.317 4.914 -3.011  0.122
H: -5.053 1.450 -2.239  0.085
H: -5.747 2.566 -1.094  0.064
H: -4.199 2.901 -2.030  0.086
H: -7.487 6.693 -3.439  0.069
H: -6.137 6.677 -4.341  0.061
C: 0.178 3.787 -1.717  -0.059
C: 0.965 4.353 -2.884  -0.430
C: 0.360 5.543 -3.622  -0.192
O: 1.075 5.653 -4.865  -0.198
C: 0.553 6.622 -5.738  -0.122
N: 2.344 4.609 -2.464  0.050
H: 0.676 2.897 -1.343  0.054
H: -0.871 3.664 -2.007  0.073
H: 0.152 4.462 -0.844  0.080
H: 0.998 3.538 -3.620  0.131
H: 0.542 6.470 -3.035  0.129
H: -0.735 5.442 -3.746  0.127
H: 0.274 7.535 -5.201  0.086
H: -0.288 6.207 -6.306  0.085
H: 1.319 6.874 -6.473  0.086
H: 2.453 5.418 -1.873  0.080
H: 2.994 4.568 -3.232  0.076
C: -2.813 -1.844 -5.022  -0.050
C: -1.788 -2.260 -3.968  -0.425
C: -1.414 -3.711 -4.029  -0.229
O: -2.541 -4.487 -3.705  -0.183
C: -2.372 -5.855 -3.956  -0.112
N: -0.577 -1.440 -4.168  0.064
H: -2.862 -0.755 -5.140  0.070
H: -3.822 -2.225 -4.895  0.072
H: -2.400 -2.166 -5.990  0.086
H: -2.168 -2.039 -2.953  0.132
H: -0.588 -3.872 -3.299  0.117
H: -0.979 -4.017 -4.996  0.131
H: -1.579 -6.253 -3.285  0.073
H: -1.937 -6.063 -4.948  0.090
H: -3.329 -6.319 -3.777  0.087
H: 0.006 -1.437 -3.339  0.041
H: -0.731 -0.502 -4.470  0.021
C: 0.850 2.445 -8.386  -0.057
C: 0.351 1.221 -7.600  -0.434
C: 0.397 1.495 -6.116  -0.250
O: 1.659 1.848 -5.681  -0.193
C: 2.495 0.802 -5.225  -0.070
N: -0.972 0.783 -8.060  0.032
H: 0.317 3.337 -8.044  0.076
H: 0.664 2.357 -9.457  0.069
H: 1.932 2.544 -8.259  0.076
H: 1.021 0.376 -7.808  0.138
H: -0.056 0.641 -5.602  0.089
H: -0.335 2.282 -5.849  0.135
H: 3.448 1.273 -5.002  0.081
H: 2.729 0.106 -6.044  0.090
H: 1.992 0.303 -4.403  0.060
H: -0.973 0.607 -9.060  0.067
H: -1.651 1.539 -7.990  0.070
C: 1.531 -2.440 6.021  -0.061
C: 2.740 -3.331 5.714  -0.450
C: 3.938 -2.577 5.203  -0.238
O: 3.665 -2.021 3.960  -0.203
C: 4.534 -2.388 2.931  -0.120
N: 3.154 -4.020 6.944  0.027
H: 1.105 -1.856 5.200  0.052
H: 1.766 -1.816 6.885  0.086
H: 0.668 -3.109 6.180  0.084
H: 2.427 -4.056 4.945  0.140
H: 4.782 -3.286 5.162  0.127
H: 4.290 -1.843 5.944  0.129
H: 5.608 -2.346 3.177  0.093
H: 4.436 -1.720 2.072  0.065
H: 4.376 -3.394 2.507  0.096
H: 2.376 -4.636 7.214  0.080
H: 3.838 -4.732 6.656  0.075
C: 0.944 1.425 3.419  -0.066
C: 0.982 2.951 3.629  -0.417
C: -0.139 3.407 4.535  -0.248
O: -1.381 2.955 4.144  -0.169
C: -2.407 3.517 4.864  -0.153
N: 2.261 3.328 4.245  0.026
H: 0.869 0.887 4.370  0.066
H: 1.757 1.055 2.798  0.064
H: -0.002 1.147 2.918  0.066
H: 0.934 3.454 2.655  0.138
H: -0.078 4.495 4.727  0.132
H: 0.138 3.035 5.552  0.136
H: -3.318 3.303 4.312  0.072
H: -2.364 4.588 5.132  0.095
H: -2.504 3.130 5.901  0.097
H: 2.375 2.836 5.131  0.056
H: 2.987 2.902 3.674  0.043
C: 6.183 1.218 -1.973  -0.040
C: 5.336 2.017 -1.034  -0.409
C: 5.766 3.447 -0.806  -0.215
O: 7.166 3.547 -0.586  -0.200
C: 7.595 4.875 -0.324  -0.104
N: 3.913 1.989 -1.562  0.031
H: 6.095 0.164 -1.722  0.065
H: 7.240 1.486 -1.870  0.073
H: 5.955 1.422 -3.021  0.084
H: 5.180 1.479 -0.090  0.116
H: 5.213 3.920 0.024  0.132
H: 5.517 4.029 -1.725  0.129
H: 6.996 5.574 -0.925  0.086
H: 8.653 4.946 -0.570  0.085
H: 7.516 5.143 0.741  0.087
H: 4.074 2.384 -2.509  0.059
H: 3.401 2.819 -1.204  0.053

---

ii.
Density functional theory data (ωB97M-V/def2-TZVPD) for a 15-piece molecular cluster, C60H165N15O15 overall.

Values from the calculation:
Kohn-Sham gap   9.113 eV
HOMO level   -8.60 eV

Each line ends with the Löwdin charge.
CARTESIAN COORDINATES (ANGSTROEM)
C: -3.953 -0.269 -5.158  -0.073
C: -4.178 1.215 -5.161  -0.419
C: -4.063 1.863 -3.724  -0.147
O: -5.109 1.416 -2.839  -0.204
C: -5.266 2.347 -1.749  -0.091
N: -3.118 1.689 -5.963  0.039
H: -2.957 -0.499 -4.779  0.070
H: -4.024 -0.691 -6.161  0.087
H: -4.613 -0.875 -4.538  0.065
H: -5.161 1.339 -5.615  0.145
H: -4.211 2.938 -3.826  0.095
H: -3.085 1.818 -3.247  0.107
H: -6.114 1.929 -1.206  0.079
H: -5.562 3.365 -2.001  0.089
H: -4.413 2.303 -1.072  0.075
H: -2.240 1.415 -5.547  0.034
H: -3.239 1.088 -6.765  0.085
C: 0.409 -9.346 6.378  -0.054
C: 1.427 -9.388 5.283  -0.463
C: 2.303 -8.138 5.042  -0.198
O: 1.447 -7.116 4.566  -0.199
C: 2.103 -5.863 4.506  -0.109
N: 2.262 -10.577 5.434  0.027
H: 0.055 -10.365 6.538  0.087
H: -0.363 -8.641 6.070  0.079
H: 0.913 -8.820 7.189  0.082
H: 0.911 -9.583 4.344  0.129
H: 3.163 -8.292 4.390  0.124
H: 2.771 -7.913 6.000  0.120
H: 1.455 -5.024 4.253  0.078
H: 2.815 -5.856 3.680  0.084
H: 2.601 -5.521 5.413  0.088
H: 2.885 -10.424 6.214  0.065
H: 2.973 -10.632 4.718  0.065
C: 6.841 -4.750 -1.734  -0.090
C: 5.916 -3.626 -1.475  -0.415
C: 4.346 -3.944 -1.593  -0.157
O: 3.661 -2.825 -2.133  -0.229
C: 2.219 -2.950 -2.323  -0.083
N: 6.214 -3.114 -0.142  0.033
H: 6.613 -5.105 -2.739  0.076
H: 6.791 -5.675 -1.160  0.087
H: 7.849 -4.354 -1.860  0.082
H: 6.230 -2.808 -2.122  0.131
H: 3.872 -4.266 -0.666  0.109
H: 4.243 -4.839 -2.207  0.110
H: 1.940 -3.838 -2.891  0.074
H: 1.896 -2.013 -2.776  0.068
H: 1.831 -3.034 -1.308  0.070
H: 5.770 -2.207 -0.128  0.054
H: 7.190 -2.881 -0.024  0.072
C: -5.880 -1.360 -0.220  -0.028
C: -4.352 -1.384 -0.019  -0.421
C: -3.839 -2.732 0.564  -0.150
O: -4.516 -3.097 1.789  -0.176
C: -4.151 -4.414 2.152  -0.114
N: -3.716 -1.165 -1.242  0.060
H: -6.239 -0.471 -0.739  0.065
H: -6.453 -1.395 0.707  0.078
H: -6.198 -2.222 -0.807  0.070
H: -4.117 -0.545 0.636  0.118
H: -2.781 -2.637 0.807  0.105
H: -3.885 -3.552 -0.154  0.100
H: -4.152 -5.242 1.443  0.079
H: -4.872 -4.720 2.910  0.088
H: -3.194 -4.378 2.674  0.081
H: -4.072 -1.870 -1.872  0.054
H: -4.109 -0.334 -1.660  0.075
C: -0.090 2.474 -4.550  -0.074
C: 0.805 1.473 -5.175  -0.403
C: 2.152 1.174 -4.453  -0.197
O: 2.882 0.294 -5.246  -0.196
C: 4.206 -0.006 -4.822  -0.071
N: -0.012 0.316 -5.010  0.036
H: 0.594 3.303 -4.366  0.080
H: -0.556 2.413 -3.567  0.074
H: -0.903 2.716 -5.235  0.062
H: 1.004 1.537 -6.245  0.151
H: 1.993 0.710 -3.480  0.120
H: 2.748 2.075 -4.311  0.115
H: 4.147 -0.835 -4.117  0.076
H: 4.696 0.895 -4.453  0.070
H: 4.786 -0.413 -5.650  0.088
H: -0.301 0.222 -4.047  0.030
H: 0.595 -0.465 -5.217  0.047
C: -1.855 0.363 5.271  -0.063
C: -2.748 -0.373 4.326  -0.400
C: -3.439 0.493 3.260  -0.206
O: -3.995 1.664 3.824  -0.175
C: -4.434 2.632 2.846  -0.083
N: -1.979 -1.489 3.695  0.078
H: -0.941 0.679 4.769  0.056
H: -1.564 -0.357 6.036  0.078
H: -2.313 1.207 5.787  0.086
H: -3.530 -0.867 4.903  0.136
H: -4.239 -0.118 2.841  0.115
H: -2.711 0.701 2.476  0.095
H: -3.637 2.826 2.129  0.063
H: -4.600 3.591 3.337  0.083
H: -5.365 2.387 2.335  0.081
H: -2.560 -2.087 3.125  0.037
H: -1.349 -1.099 3.009  0.029
C: -0.162 3.231 3.016  -0.027
C: 0.360 4.257 4.037  -0.433
C: 1.369 3.771 5.045  -0.159
O: 0.812 2.608 5.673  -0.205
C: 1.676 1.790 6.424  -0.098
N: 0.759 5.373 3.267  0.035
H: -0.792 3.647 2.230  0.060
H: -0.724 2.453 3.533  0.064
H: 0.662 2.674 2.569  0.072
H: -0.502 4.643 4.581  0.139
H: 1.650 4.547 5.757  0.129
H: 2.239 3.393 4.509  0.113
H: 1.144 0.871 6.673  0.079
H: 1.989 2.390 7.278  0.094
H: 2.568 1.538 5.852  0.062
H: 0.104 5.540 2.517  0.054
H: 0.715 6.230 3.800  0.093
C: -1.278 1.852 -0.272  -0.023
C: -0.617 0.523 -0.627  -0.403
C: -0.728 -0.545 0.452  -0.175
O: -0.337 -0.031 1.723  -0.226
C: 1.086 -0.032 1.938  -0.059
N: -1.128 -0.057 -1.860  0.064
H: -0.596 2.675 -0.058  0.041
H: -2.008 1.707 0.525  0.061
H: -1.797 2.308 -1.116  0.063
H: 0.422 0.790 -0.818  0.116
H: -0.172 -1.453 0.219  0.126
H: -1.776 -0.834 0.541  0.094
H: 1.496 -1.042 1.957  0.084
H: 1.362 0.469 2.866  0.076
H: 1.623 0.483 1.142  0.071
H: -0.617 -0.921 -1.975  0.041
H: -2.022 -0.423 -1.563  0.014
C: -3.331 5.485 -5.283  -0.066
C: -4.767 5.394 -5.693  -0.438
C: -5.592 6.686 -6.024  -0.220
O: -5.591 7.529 -4.935  -0.182
C: -6.550 8.595 -5.058  -0.088
N: -4.855 4.353 -6.711  0.032
H: -3.361 5.780 -4.234  0.078
H: -2.756 6.094 -5.979  0.089
H: -2.914 4.480 -5.223  0.048
H: -5.308 4.938 -4.864  0.119
H: -6.608 6.409 -6.305  0.120
H: -5.054 7.189 -6.827  0.123
H: -7.485 8.273 -5.516  0.081
H: -6.176 9.478 -5.577  0.084
H: -6.795 8.881 -4.035  0.084
H: -4.267 3.607 -6.368  0.009
H: -4.407 4.656 -7.564  0.067
C: 4.699 1.783 3.259  -0.079
C: 5.726 0.985 2.514  -0.443
C: 5.404 1.021 0.956  -0.157
O: 4.231 0.296 0.605  -0.214
C: 3.915 0.271 -0.744  -0.112
N: 7.014 1.494 2.832  0.035
H: 5.025 2.014 4.274  0.078
H: 3.714 1.319 3.229  0.064
H: 4.612 2.725 2.719  0.071
H: 5.661 -0.043 2.869  0.124
H: 6.218 0.529 0.423  0.113
H: 5.424 2.046 0.586  0.113
H: 3.632 1.291 -1.004  0.075
H: 3.091 -0.417 -0.935  0.080
H: 4.798 -0.023 -1.311  0.087
H: 7.095 1.586 3.834  0.072
H: 7.061 2.453 2.520  0.074
C: 1.758 -1.992 5.953  -0.060
C: 3.235 -2.252 6.072  -0.426
C: 4.023 -2.272 4.679  -0.154
O: 3.286 -3.031 3.708  -0.229
C: 3.861 -3.080 2.366  -0.073
N: 3.737 -1.194 6.931  0.036
H: 1.405 -2.292 6.940  0.089
H: 1.304 -2.697 5.256  0.065
H: 1.410 -1.020 5.604  0.063
H: 3.419 -3.157 6.652  0.128
H: 4.997 -2.731 4.846  0.120
H: 4.071 -1.229 4.364  0.102
H: 3.642 -2.145 1.851  0.063
H: 3.327 -3.921 1.924  0.065
H: 4.936 -3.229 2.258  0.070
H: 4.747 -1.230 6.923  0.068
H: 3.452 -0.331 6.490  0.034
C: 0.502 -5.403 0.826  -0.057
C: -0.542 -6.383 1.255  -0.427
C: -1.594 -6.727 0.189  -0.167
O: -2.373 -5.592 -0.255  -0.207
C: -3.231 -6.012 -1.272  -0.134
N: 0.101 -7.579 1.838  0.052
H: 0.103 -4.423 0.565  0.069
H: 0.950 -5.775 -0.095  0.084
H: 1.233 -5.133 1.588  0.060
H: -1.011 -5.937 2.132  0.128
H: -2.273 -7.544 0.431  0.119
H: -1.099 -7.203 -0.658  0.120
H: -3.799 -5.146 -1.612  0.062
H: -3.915 -6.816 -0.999  0.094
H: -2.647 -6.401 -2.106  0.088
H: -0.614 -8.213 2.167  0.066
H: 0.518 -7.247 2.696  0.034
C: -0.284 9.339 -1.248  -0.063
C: 0.238 8.182 -0.371  -0.413
C: -0.735 7.016 -0.194  -0.153
O: -1.862 7.389 0.646  -0.165
C: -2.666 6.321 0.934  -0.165
N: 1.496 7.750 -0.964  0.019
H: -0.190 9.186 -2.323  0.073
H: 0.195 10.285 -0.994  0.071
H: -1.365 9.473 -1.206  0.070
H: 0.609 8.627 0.552  0.131
H: -0.250 6.156 0.268  0.084
H: -1.109 6.649 -1.149  0.130
H: -3.004 5.728 0.084  0.083
H: -3.626 6.700 1.286  0.093
H: -2.293 5.580 1.641  0.069
H: 2.165 8.506 -0.996  0.072
H: 1.965 7.048 -0.409  0.008
C: 1.550 4.158 -0.249  -0.041
C: 2.995 4.588 0.175  -0.376
C: 3.991 4.832 -1.040  -0.203
O: 4.092 3.637 -1.812  -0.209
C: 5.214 3.755 -2.792  -0.048
N: 2.838 5.777 1.003  0.027
H: 1.480 3.112 -0.546  0.056
H: 1.224 4.692 -1.142  0.084
H: 0.854 4.223 0.588  0.034
H: 3.522 3.808 0.725  0.105
H: 4.917 5.204 -0.602  0.115
H: 3.579 5.685 -1.579  0.111
H: 5.099 4.677 -3.360  0.086
H: 5.289 2.958 -3.531  0.058
H: 6.143 3.692 -2.225  0.082
H: 2.406 5.441 1.852  0.032
H: 3.674 6.268 1.283  0.081
C: -0.075 -3.160 -4.865  -0.053
C: -1.204 -2.899 -3.864  -0.413
C: -2.555 -3.591 -4.233  -0.143
O: -3.514 -3.256 -3.194  -0.284
C: -4.837 -3.596 -3.571  -0.091
N: -0.698 -3.348 -2.575  0.068
H: 0.726 -2.437 -4.709  0.052
H: -0.425 -3.031 -5.889  0.083
H: 0.179 -4.211 -4.730  0.081
H: -1.395 -1.827 -3.813  0.096
H: -2.421 -4.661 -4.393  0.125
H: -2.998 -3.155 -5.128  0.112
H: -4.763 -4.669 -3.744  0.087
H: -5.022 -3.063 -4.504  0.082
H: -5.488 -3.408 -2.717  0.085
H: -0.606 -4.354 -2.595  0.079
H: -1.462 -3.198 -1.933  0.061

---

Sorted by energy, starting with the most stable: i, ii.